C63H137N11O11 | ωB97M-V/def2-TZVPD

Summary:
- E (eV) = -106456.143
- HOMO level (eV) = -7.84
- structure (SMILES) = CC1(C)CCCC(C)(C)N1O.CC1(C)CCCC(C)(C)N1O.CC1(C)CCCC(C)(C)N1O.CC1(C)CCCC(C)(C)N1O.CC1(C)CCCC(C)(C)N1O.CN(C)C=O.CN(C)C=O.CN(C)C=O.CN(C)C=O.CN(C)C=O.CN(C)C=O
- F_max (eV Å⁻¹) = 5.89

Geometry as ORCA input:
```
! RIJCOSX wB97M-V def2-TZVPD def2/J DEFGRID3
* xyz 0 1
C -32.252 4.767 -11.118
C -32.663 3.761 -10.031
C -31.291 3.176 -9.552
C -33.372 4.516 -8.855
C -34.034 3.514 -7.902
C -34.950 2.598 -8.666
C -34.318 1.795 -9.917
C -33.493 0.468 -9.517
C -35.524 1.458 -10.829
N -33.391 2.696 -10.664
O -32.738 2.053 -11.733
H -33.002 5.279 -11.722
H -31.669 5.612 -10.753
H -31.641 4.304 -11.893
H -30.648 2.728 -10.309
H -30.675 3.982 -9.155
H -31.407 2.517 -8.691
H -32.641 5.090 -8.286
H -34.143 5.116 -9.340
H -33.326 2.802 -7.478
H -34.358 4.025 -6.996
H -35.792 3.177 -9.047
H -35.396 1.875 -7.983
H -32.770 0.587 -8.709
H -33.036 0.050 -10.414
H -34.130 -0.274 -9.036
H -36.162 0.825 -10.213
H -35.116 0.867 -11.650
H -35.933 2.396 -11.204
H -33.132 2.511 -12.479
C -25.727 7.121 -12.520
C -24.871 7.318 -11.252
C -23.708 8.280 -11.658
C -25.746 8.025 -10.163
C -26.766 7.095 -9.539
C -26.026 5.850 -8.993
C -25.152 5.088 -10.081
C -24.228 4.092 -9.308
C -25.967 4.080 -10.985
N -24.238 6.076 -10.742
O -23.453 5.538 -11.661
H -26.493 6.348 -12.564
H -26.162 8.083 -12.791
H -25.159 6.984 -13.440
H -23.937 9.329 -11.846
H -23.106 8.324 -10.751
H -23.077 7.846 -12.434
H -25.062 8.496 -9.457
H -26.330 8.878 -10.510
H -27.319 7.673 -8.798
H -27.495 6.783 -10.287
H -26.693 5.202 -8.425
H -25.408 6.337 -8.238
H -23.755 4.596 -8.465
H -23.446 3.680 -9.946
H -24.729 3.201 -8.929
H -26.169 3.090 -10.576
H -25.519 3.895 -11.961
H -26.913 4.552 -11.251
H -22.622 5.874 -11.316
C -28.726 13.000 -5.189
C -30.033 12.913 -4.473
C -30.425 14.398 -4.205
C -31.158 12.300 -5.391
C -31.175 10.784 -5.322
C -31.214 10.264 -3.883
C -30.119 10.786 -2.976
C -30.552 10.372 -1.599
C -28.830 9.955 -3.245
N -29.970 12.291 -3.110
O -28.842 12.774 -2.417
H -28.170 12.079 -5.017
H -28.837 13.189 -6.257
H -28.123 13.786 -4.735
H -31.486 14.445 -3.960
H -29.915 14.873 -3.367
H -30.322 15.052 -5.071
H -32.124 12.733 -5.130
H -31.150 12.572 -6.446
H -32.027 10.312 -5.812
H -30.283 10.491 -5.876
H -31.174 9.175 -3.869
H -32.184 10.460 -3.426
H -31.462 10.911 -1.332
H -30.038 10.692 -0.692
H -30.780 9.312 -1.486
H -28.138 10.322 -2.488
H -28.263 10.298 -4.110
H -28.986 8.877 -3.289
H -29.204 13.386 -1.772
C -24.184 8.240 2.368
C -24.236 8.302 0.802
C -22.842 7.982 0.136
C -25.278 7.197 0.279
C -26.763 7.658 0.470
C -26.963 9.131 0.024
C -25.989 10.220 0.584
C -26.234 11.578 -0.161
C -26.302 10.606 2.009
N -24.622 9.728 0.305
O -23.654 10.752 0.488
H -23.879 9.254 2.629
H -25.131 8.011 2.858
H -23.303 7.691 2.700
H -22.542 6.939 0.228
H -22.928 8.164 -0.936
H -22.033 8.616 0.499
H -25.016 6.920 -0.742
H -25.080 6.318 0.893
H -27.429 7.035 -0.126
H -27.058 7.666 1.519
H -27.991 9.468 0.154
H -26.724 9.031 -1.035
H -27.270 11.835 -0.380
H -25.862 11.436 -1.176
H -25.815 12.472 0.300
H -25.535 11.247 2.442
H -26.475 9.875 2.799
H -27.301 11.031 2.109
H -23.547 11.059 -0.416
C -29.679 4.771 -0.518
C -29.282 3.258 -0.351
C -29.083 2.856 1.114
C -30.543 2.587 -0.822
C -30.350 1.065 -1.060
C -29.325 0.971 -2.185
C -27.912 1.562 -1.648
C -27.188 0.674 -0.622
C -26.960 1.533 -2.865
N -28.163 2.970 -1.254
O -27.068 3.732 -0.932
H -30.062 4.947 -1.523
H -30.565 5.152 -0.009
H -28.877 5.507 -0.470
H -28.207 3.322 1.566
H -29.904 3.185 1.751
H -28.966 1.791 1.314
H -31.323 2.574 -0.061
H -31.048 2.987 -1.701
H -30.167 0.419 -0.201
H -31.306 0.650 -1.379
H -29.664 1.479 -3.088
H -29.218 -0.076 -2.468
H -27.857 0.346 0.174
H -26.331 1.284 -0.336
H -26.906 -0.252 -1.123
H -27.062 0.604 -3.426
H -25.903 1.743 -2.701
H -27.274 2.335 -3.533
H -26.968 4.273 -1.719
C -36.112 -0.428 -5.866
N -35.923 0.292 -4.587
C -36.547 -0.155 -3.391
C -35.090 1.322 -4.534
O -34.787 1.957 -3.529
H -37.198 -0.399 -5.951
H -35.773 -1.461 -5.792
H -35.672 0.097 -6.714
H -36.081 0.333 -2.534
H -37.624 -0.009 -3.476
H -36.324 -1.221 -3.426
H -34.718 1.597 -5.533
C -25.166 -0.168 -6.606
N -25.866 1.013 -7.147
C -25.407 2.147 -6.471
C -26.808 0.985 -8.108
O -27.436 1.963 -8.443
H -24.155 0.042 -6.255
H -25.090 -1.007 -7.297
H -25.683 -0.626 -5.763
H -25.635 2.016 -5.413
H -24.332 2.323 -6.476
H -25.863 3.039 -6.900
H -27.005 -0.036 -8.470
C -31.416 3.165 -5.610
N -30.163 3.951 -5.370
C -28.894 3.356 -5.746
C -30.146 5.107 -4.649
O -29.149 5.722 -4.280
H -32.209 3.906 -5.708
H -31.566 2.369 -4.881
H -31.424 2.674 -6.583
H -28.823 2.373 -5.280
H -29.190 3.261 -6.791
H -28.025 4.007 -5.655
H -31.177 5.426 -4.434
C -34.783 5.123 -2.217
N -34.106 6.008 -3.185
C -33.247 7.059 -2.711
C -34.244 5.750 -4.527
O -33.778 6.485 -5.358
H -34.019 4.886 -1.476
H -35.157 4.153 -2.547
H -35.692 5.541 -1.784
H -33.116 7.876 -3.420
H -33.635 7.546 -1.816
H -32.264 6.629 -2.519
H -34.888 4.867 -4.658
C -29.991 -1.674 -4.847
N -30.730 -0.931 -5.803
C -30.080 -0.529 -7.012
C -31.990 -0.503 -5.491
O -32.711 0.214 -6.175
H -30.523 -2.079 -3.986
H -29.160 -1.051 -4.515
H -29.569 -2.519 -5.390
H -29.384 -1.284 -7.378
H -30.876 -0.301 -7.720
H -29.489 0.377 -6.881
H -32.269 -0.718 -4.448
C -26.116 6.606 -4.155
N -24.660 6.552 -3.778
C -24.018 5.239 -3.699
C -23.920 7.658 -3.619
O -22.685 7.718 -3.525
H -26.759 5.909 -3.618
H -26.119 6.339 -5.212
H -26.622 7.562 -4.017
H -24.011 4.683 -4.637
H -23.031 5.336 -3.247
H -24.621 4.695 -2.972
H -24.539 8.558 -3.755
*
```